191
Properties=species:S:1:pos:R:3:mulliken_charge:R:1 method="wB97M-V/def2-TZVPD" e_lumo_ev=3.690 total_charge=-2
H -1.467 -3.360 -7.210 0.3331
C 0.012 -4.253 -5.940 -0.6413
H 2.933 -7.164 2.669 0.3695
H 4.681 -2.369 2.175 0.1511
Si 0.138 -2.363 1.010 -1.6249
C -0.077 2.820 3.336 -0.3377
H 1.320 -8.323 -0.177 0.4326
C 2.514 -6.190 2.455 -1.6436
C -6.002 6.913 -0.571 -0.2052
H -7.103 10.070 -1.091 0.3489
C -1.069 -3.790 0.414 1.3892
C 6.830 -3.985 -1.885 -0.6186
C 1.854 1.566 4.879 -0.1092
C 1.828 4.181 -1.389 -1.0921
H -3.392 0.083 0.607 -0.1229
H 1.016 -6.292 3.986 0.4563
C 4.931 -3.839 -0.394 1.5085
C -0.594 -1.875 2.731 0.3254
H -0.013 -4.172 3.363 0.1435
H 2.592 1.087 5.508 0.4384
C 3.385 -6.538 -2.164 -0.9794
H -4.669 10.473 -1.057 0.3772
H -1.689 -1.366 6.428 0.3438
C -2.227 7.273 2.068 0.0633
C -4.836 -0.279 -2.524 -0.2990
C 0.082 7.127 -2.370 -0.7573
C -0.188 -3.801 -3.582 0.5261
H 0.022 4.411 4.769 0.4983
H -1.631 5.828 -4.968 0.4125
O -1.760 3.873 0.167 -0.2148
C -1.894 7.550 3.384 -0.8230
C -2.718 5.403 4.034 -0.5726
C -1.325 -3.043 -3.853 0.0121
H 2.139 -2.063 -3.261 -0.1568
H 0.305 -0.589 -5.839 0.4128
C 0.858 -4.506 2.819 -0.2483
C 2.542 -1.283 -3.903 -1.2858
C 1.350 1.802 -1.502 0.8012
H -1.832 -2.541 -3.040 0.0920
H 3.022 -0.631 -1.359 -0.6756
H 1.096 3.181 -3.124 0.4275
C 2.604 -5.409 -2.324 0.0408
C -2.888 -5.662 -0.669 -0.9920
H 1.567 0.783 0.384 -0.9192
C 0.024 0.069 -5.021 -0.4989
H 7.247 -3.860 -2.876 0.4294
C 4.052 -3.203 5.508 -0.7197
C 5.223 -0.334 1.784 -1.1382
C -3.459 1.415 -3.484 -0.5016
C 7.075 -4.578 0.418 -0.9175
H 3.996 -4.247 5.790 0.4404
C -6.416 9.245 -0.941 -0.4337
H 4.372 -6.578 -2.604 0.3624
H -0.026 -6.311 -0.412 0.0625
H 2.970 -4.575 -2.906 0.3811
C 0.418 1.586 2.960 -0.6456
C -3.038 5.136 2.715 -0.1781
H -0.326 1.003 -5.453 0.3909
H -0.814 3.307 2.716 0.3675
C 1.355 2.803 5.252 -0.9889
C -2.378 0.907 -2.778 0.2357
H 0.039 1.129 2.055 0.0120
H -2.661 -2.199 2.343 -0.0773
H -3.339 2.280 -4.127 0.4533
C -2.794 6.058 1.708 0.1319
C 2.615 1.595 -4.749 -1.4309
C 0.472 -4.415 -4.644 -0.9660
C 2.920 -7.601 -1.404 -0.9939
N -4.099 -1.865 0.438 1.2318
H -5.077 -2.631 2.103 0.2389
C 1.400 0.951 3.720 0.5273
H -3.954 1.891 -0.853 -1.0955
H -2.037 8.019 1.309 0.2077
C 3.798 -1.633 0.362 1.8340
C 5.160 -2.447 5.858 -0.8010
H 0.557 -4.706 -6.762 0.3863
C 2.100 2.840 0.562 -0.2598
C -4.702 0.821 -3.352 -1.3170
H 2.030 2.414 -5.157 0.3627
C -1.928 -1.993 3.107 0.5619
N 1.087 0.651 -2.195 -0.5395
C 5.231 -1.121 5.459 -1.0072
H -5.356 4.128 0.090 0.3167
C 3.027 -2.638 4.773 -0.9895
H -3.156 5.216 -3.132 0.1810
H -4.927 -2.521 -1.398 0.4775
H -4.723 3.966 -1.532 0.5096
C 3.088 -1.310 4.355 0.5533
C -3.997 -2.059 -1.019 -0.6884
H 0.638 -0.869 5.737 0.4725
C 7.621 -4.444 -0.848 -0.7506
Cd -0.573 -0.467 -0.845 2.3517
C -5.106 -2.721 1.016 -1.4715
C -5.048 9.466 -0.924 -0.8034
C -4.625 7.103 -0.546 0.1549
C 2.226 4.069 -0.066 -1.4118
C -0.227 6.798 -3.678 -0.4320
H 5.354 -4.372 1.650 0.4036
C 5.100 0.744 0.921 -1.1442
P 3.173 -3.237 -0.290 1.0541
H -7.959 7.773 -0.785 0.3885
C -0.770 6.765 -1.341 0.0998
C -2.475 -0.223 -1.957 -0.3289
H -2.679 -2.310 -5.329 0.4333
H -4.894 -3.756 0.751 0.4270
H -0.513 6.999 -0.318 0.1890
H 2.170 -3.234 4.492 0.1370
C 0.396 3.437 4.483 -0.5391
C -2.135 6.613 4.374 -0.4672
H 3.570 -1.104 -3.600 0.3597
H 6.098 -0.526 5.722 0.4208
H 2.559 -1.674 -4.917 0.5928
H -5.561 1.217 -3.880 0.3318
H 8.659 -4.691 -1.023 0.3724
C -1.005 -4.185 -0.924 -1.0589
H -6.396 5.916 -0.437 0.1956
O -1.676 1.662 0.341 -0.0604
H 5.967 -2.889 6.429 0.3763
C -4.439 3.971 -0.478 -1.4818
H -3.652 -5.813 1.329 0.3821
C -2.269 2.731 0.142 -0.4897
H 4.875 -3.337 -2.462 0.0685
C -1.389 -1.484 5.394 -1.3142
H 5.844 -0.249 2.666 0.5706
H -3.608 -6.354 -1.092 0.3286
C -4.279 -0.493 0.862 -1.3931
H -6.132 -2.475 0.682 0.3443
C 3.664 -0.548 -0.493 -0.2801
H 0.994 7.669 -2.153 0.3700
H -1.434 8.499 3.640 0.3892
H -1.867 6.820 5.403 0.3837
C -3.744 -0.813 -1.842 1.4821
C -1.120 -3.499 -6.195 -0.8530
C 4.220 -0.567 4.697 -0.4569
H -5.167 -0.019 0.415 0.5173
H 3.527 -8.487 -1.274 0.3527
H 1.350 -5.020 -4.463 0.3534
C -2.243 5.755 -2.916 -0.2229
H -3.354 -1.980 4.702 0.4258
H 0.434 7.082 -4.486 0.3366
H 7.692 -4.915 1.240 0.4269
H -3.470 4.180 2.458 0.1627
P 0.475 -3.691 -1.867 2.4625
C -2.920 -5.344 0.679 -1.1112
H -5.811 -0.745 -2.418 0.3773
H -1.820 -5.407 -2.498 0.4018
H 3.853 -5.817 0.840 0.7120
C -6.890 7.958 -0.769 -0.7138
H -3.190 -2.785 -1.179 -0.6604
H 4.202 1.483 -0.880 0.4679
H 1.848 5.149 -1.874 0.3303
C 1.348 -5.309 -1.726 0.5787
C -1.901 -5.109 -1.460 0.0529
H -2.056 -4.234 2.259 0.3189
C -4.178 8.406 -0.738 -0.3095
H -4.223 2.280 0.848 0.2519
C 5.746 -4.272 0.648 -0.2748
H 4.312 0.451 4.344 0.8598
C 4.575 -1.523 1.511 -0.3996
C 3.045 -5.420 1.441 -0.6145
C 1.436 -5.708 3.176 -0.9036
C -2.318 -1.829 4.424 -0.9240
H -2.909 4.662 4.800 0.3547
H -4.397 -0.483 1.946 0.6901
Ge -3.253 5.576 -0.181 1.5273
Si 1.493 0.334 -3.806 -0.1052
C 1.683 -7.509 -0.793 -0.7694
C -2.019 -4.434 1.200 0.0621
H 5.608 1.672 1.144 0.3684
H 3.350 2.025 -4.075 0.3366
H -3.111 8.589 -0.751 0.1255
H -0.812 -0.394 -4.508 -0.3609
C 2.510 -4.168 1.137 0.8808
C 1.646 1.738 -0.127 0.8033
C 0.299 -1.407 3.693 0.1493
C -1.391 6.099 -3.948 -0.7429
H 1.726 3.274 6.154 0.3672
C -1.951 6.087 -1.601 0.3754
C 0.913 -6.369 -0.938 -0.6645
C -1.799 -2.907 -5.142 -0.5473
P 1.889 -0.715 3.104 2.1164
C -3.803 2.653 -0.090 1.2935
H 2.373 2.740 1.604 0.4935
C 1.404 3.076 -2.093 -0.4346
C 1.340 -3.730 1.765 0.7217
H 3.150 1.134 -5.577 0.4297
C -0.087 -1.224 5.014 -0.4015
C 5.500 -3.691 -1.655 -0.9680
H -1.422 1.412 -2.863 0.0423
C 4.317 0.642 -0.214 -0.1221
H 2.607 4.925 0.476 0.3274